10
Properties=species:S:1:pos:R:3:mulliken_charge:R:1 method="wB97M-V/def2-TZVPD" de_lowest_ev=2.2832 smiles="S=C[C@@H]1S[C@@H]1S" largest_force_ha_per_bohr=0.0767 orbital_gap_ev=7.58 multiplicity=1
S 2.21658 -0.38470 0.16277 -0.268
C 1.13472 0.84495 0.30543 -0.294
C -0.22132 0.88626 -0.04401 -0.223
S -1.34470 0.18820 1.25951 -0.060
C -0.95847 -0.38008 -0.45767 -0.174
S -0.45164 -2.13854 -0.52758 -0.118
H 1.46397 1.68270 0.81802 0.350
H -0.73042 1.76112 -0.42568 0.409
H -1.78625 -0.24699 -1.26229 0.292
H 0.67753 -2.21293 0.17150 0.085

13
Properties=species:S:1:pos:R:3:mulliken_charge:R:1 method="wB97M-V/def2-TZVPD" de_lowest_ev=6.8937 charge=+2 largest_force_ha_per_bohr=0.1229 orbital_gap_ev="6.60 / 6.57" multiplicity=1
O 2.12876 0.31161 0.57708 -0.271
C 1.89753 -0.06202 -0.68093 0.841
C 0.87304 0.24869 1.30528 -0.477
O 1.78952 0.74615 -1.59546 -0.396
O 0.92812 -0.97502 -0.59260 -0.256
C -0.08867 -0.41419 0.30833 -0.193
Al -0.94688 0.99211 -1.30941 0.937
H 0.64747 1.28326 1.59299 0.315
H 0.98107 -0.32200 2.23167 0.352
H -0.92995 -0.68622 0.95961 0.392
H -1.86672 -1.09019 -0.42967 0.703
O -2.25211 -0.14099 -1.27898 -0.412
H -3.16118 0.10881 -1.08791 0.464

10
Properties=species:S:1:pos:R:3:mulliken_charge:R:1 method="wB97M-V/def2-TZVPD" charge=+3 largest_force_ha_per_bohr=0.0360 orbital_gap_ev="6.85 / 7.36" multiplicity=2
B 1.61230 -0.69153 0.12352 0.146
C 0.71677 0.72017 0.26867 -0.256
C -0.60136 0.37836 0.09846 0.198
C -1.77287 -0.05740 0.04724 -0.516
H 1.93798 -1.20167 1.13314 0.133
H 1.81370 -1.11465 -0.95984 0.078
H 1.01312 1.47932 -0.48016 0.333
H 0.87161 1.13526 1.28159 0.337
H -2.61345 -0.71565 0.31513 0.426
Ce -2.97780 0.06778 -1.82774 2.121

9
Properties=species:S:1:pos:R:3:mulliken_charge:R:1 method="wB97M-V/def2-TZVPD" de_lowest_ev=1.0197 smiles=C#CC.Br largest_force_ha_per_bohr=0.0122 orbital_gap_ev=11.03 multiplicity=1
C 0.65282 -1.42444 0.02848 -0.155
C -0.22865 -0.62124 -0.07354 0.029
C -1.31656 0.31254 -0.25608 -1.123
H 1.41816 -2.13375 0.12686 0.424
H -1.46439 0.90425 0.64801 0.281
H -1.10072 0.98208 -1.08792 0.279
H -2.23231 -0.23718 -0.47238 0.274
Br 4.71948 0.05251 -0.02006 -0.203
H 3.51350 0.11180 0.69602 0.193

9
Properties=species:S:1:pos:R:3:mulliken_charge:R:1 method="wB97M-V/def2-TZVPD" de_lowest_ev=2.0582 smiles=C#CBr.C largest_force_ha_per_bohr=0.0506 orbital_gap_ev=10.70 multiplicity=1
C 1.12232 -1.70205 -0.00616 -0.163
C 1.90908 -0.81107 -0.13266 -0.216
Br 3.05996 0.58494 0.07327 -0.003
H 0.54539 -2.53717 0.27083 0.381
C -1.33357 0.91585 -0.07229 -0.639
H -2.14954 1.14969 -0.89060 0.213
H -0.89243 -0.14835 -0.23184 0.029
H -0.45307 1.62851 0.06641 0.166
H -1.80815 0.91964 0.92304 0.232

9
Properties=species:S:1:pos:R:3:mulliken_charge:R:1 method="wB97M-V/def2-TZVPD" de_lowest_ev=1.3519 largest_force_ha_per_bohr=0.0933 orbital_gap_ev="8.40 / 9.09" multiplicity=3
C -0.02998 0.59244 -0.08328 -0.352
C -1.56153 -0.66072 -0.15850 -0.391
C 1.33583 0.10668 0.00847 -0.816
Br -3.20408 0.07198 0.16439 -0.071
H -0.33165 1.58061 -0.37006 0.424
H -1.30916 -1.62119 0.25488 0.373
H 1.45247 -0.88356 -0.43517 0.289
H 1.60769 0.00842 1.06906 0.253
H 2.04041 0.80534 -0.44979 0.291

14
Properties=species:S:1:pos:R:3:mulliken_charge:R:1 method="wB97M-V/def2-TZVPD" de_lowest_ev=0.0748 largest_force_ha_per_bohr=0.0714 orbital_gap_ev=9.37 multiplicity=1
C 0.29376 -0.72769 -0.51985 -0.275
C -0.91796 0.54742 0.50266 0.044
C -1.16625 0.08009 1.86742 0.225
O 1.04047 0.15004 -1.23479 -0.453
O -1.93202 0.57853 -0.37798 -0.456
O -0.21668 0.20950 2.77856 -0.464
Br -0.00497 2.38809 0.51764 -0.210
Br -1.66033 -1.77020 1.70245 -0.026
Br -2.90051 1.05562 2.64152 -0.197
H -0.61102 -1.21391 -0.94511 0.409
H 0.96621 -1.29571 0.10443 0.312
H 0.51856 0.62105 -1.81888 0.317
H -2.79820 0.34917 -0.02718 0.370
H 0.27413 1.08867 2.81208 0.403

11
Properties=species:S:1:pos:R:3:mulliken_charge:R:1 method="wB97M-V/def2-TZVPD" de_lowest_ev=3.0910 largest_force_ha_per_bohr=0.0959 orbital_gap_ev=9.38 multiplicity=1
C 0.02058 -1.29407 -0.64314 -0.123
C 0.66467 1.48114 0.68784 -0.584
C -0.68676 -0.01552 -0.36298 -0.092
F -0.92898 -2.19888 -1.18768 -0.302
F -1.49459 -0.08004 0.63442 -0.208
Br 0.97035 0.69719 2.32463 -0.079
H 0.82266 -1.43217 -1.42085 0.248
H 0.30143 -1.72126 0.27465 0.216
H 1.53890 1.76351 0.06125 0.338
H -0.09165 2.33409 0.86053 0.282
H -1.11662 0.46600 -1.22867 0.302

12
Properties=species:S:1:pos:R:3:mulliken_charge:R:1 method="wB97M-V/def2-TZVPD" de_lowest_ev=2.7853 largest_force_ha_per_bohr=0.1004 orbital_gap_ev=8.67 multiplicity=1
C 1.21238 -0.57431 -0.61193 -1.214
C 0.50541 -0.15472 0.60494 0.035
C -1.57784 0.33952 -0.16077 0.376
O 0.84010 1.04990 0.99023 -0.448
F -1.84569 1.47934 0.47379 -0.219
F -1.46885 0.61327 -1.40143 -0.192
Br -2.93517 -1.04684 0.18216 -0.211
H 0.96046 -1.40474 -1.15981 0.446
H 2.34930 -0.74941 -0.66212 0.309
H 1.21557 0.13697 -1.38648 0.366
H -0.04421 -0.97984 1.17059 0.379
H 0.78853 1.29086 1.96083 0.373

18
Properties=species:S:1:pos:R:3:mulliken_charge:R:1 method="wB97M-V/def2-TZVPD" largest_force_ha_per_bohr=0.0101 orbital_gap_ev=9.75 multiplicity=1
O -0.54762 -1.15838 3.49980 -0.639
P -0.57602 -0.33615 2.30662 0.915
O -1.96396 -0.32463 1.51457 -0.474
O -0.26601 1.20195 2.63149 -0.344
Br -0.91801 2.55952 1.61260 0.123
O 0.50769 -0.72368 1.21553 -0.224
C 0.27685 -0.91789 -0.17923 -0.296
C 0.38293 0.38226 -0.98116 0.030
O -0.81835 0.79531 -1.58458 -0.478
C 1.46750 0.31969 -2.07035 0.624
F 2.55390 -0.35594 -1.64872 -0.257
F 1.87495 1.55391 -2.40179 -0.264
F 1.02848 -0.28590 -3.18033 -0.270
H -2.55380 -0.98647 1.90215 0.333
H 1.03164 -1.63455 -0.48979 0.338
H -0.70507 -1.37296 -0.32627 0.309
H 0.70547 1.18084 -0.30805 0.215
H -1.48056 0.10309 -1.51249 0.360

| no. | E_tot (eV) |
| --- | --- |
| 1 | -35679.1927 |
| 2 | -17953.3661 |
| 3 | -16757.3336 |
| 4 | -73232.6081 |
| 5 | -73231.5696 |
| 6 | -73228.9578 |
| 7 | -219459.6788 |
| 8 | -78666.2764 |
| 9 | -80713.7618 |
| 10 | -100915.0596 |